P) Formula: C7H10S
Source: the OMol25 dataset
Level of theory: the ωB97M-V functional and the def2-TZVPD basis

Atoms and positions in Å:
1 C -1.130 -0.728 2.615
2 C -0.817 -0.473 1.309
3 S -1.901 0.159 0.096
4 C -0.568 0.175 -1.304
5 C -0.156 1.578 -1.753
6 C 0.523 -0.717 -0.706
7 C 1.800 -0.838 0.064
8 C 0.589 -0.202 0.764
9 H -0.380 -0.886 3.416
10 H -2.135 -0.676 2.987
11 H -1.124 -0.317 -2.148
12 H -1.010 1.817 -2.609
13 H -0.241 2.269 -0.745
14 H 0.980 1.490 -2.202
15 H 0.140 -1.722 -0.709
16 H 2.486 -0.058 -0.214
17 H 2.170 -1.754 0.395
18 H 0.773 0.883 0.743

The calculation puts the LUMO energy at 0.82 eV. Its frontier orbital gap is 0.33125 hartree. The structure (SMILES) is C=C1S[C@@H](C)[C@H]2C[C@H]12.



Q) Formula: C7H10S
Source: the OMol25 dataset
Level of theory: the ωB97M-V functional and the def2-TZVPD basis

Atoms and positions in Å:
1 C 2.925 0.067 -0.119
2 C 1.615 -0.185 -0.313
3 C 0.603 -0.421 0.704
4 S -0.227 -1.965 0.154
5 C -1.765 -1.030 -0.346
6 C -1.156 0.309 -0.536
7 C -1.253 1.500 0.174
8 C -0.477 0.428 0.763
9 H 3.734 0.097 -0.926
10 H 3.155 0.000 0.896
11 H 1.311 -0.160 -1.338
12 H 0.957 -0.613 1.740
13 H -2.054 -1.509 -1.216
14 H -2.531 -1.266 0.331
15 H -0.488 0.249 -1.483
16 H -0.976 2.535 -0.484
17 H -2.192 1.827 0.581
18 H -1.183 0.137 1.417

The calculation puts the LUMO energy at 0.97 eV. Its frontier orbital gap is 0.34819 hartree. The structure (SMILES) is C=C[C@@H]1SC[C@H]2C[C@@H]21.



Which structure loses on stability? Q) does.



P) Formula: C4H12OS
Source: the OMol25 dataset
Level of theory: the ωB97M-V functional and the def2-TZVPD basis

Atoms and positions in Å:
1 C -1.035 -3.172 1.229
2 C -1.203 -1.779 0.674
3 O -1.518 -0.903 1.761
4 H 0.015 -3.433 1.374
5 H -1.474 -3.912 0.564
6 H -1.515 -3.296 2.193
7 H -0.277 -1.422 0.232
8 H -1.982 -1.734 -0.106
9 H -1.576 0.007 1.423
10 C 1.690 2.759 -0.653
11 S 0.350 1.496 -0.677
12 C 1.176 0.166 -1.578
13 H 1.505 3.455 -1.449
14 H 1.758 3.139 0.360
15 H 2.628 2.220 -0.775
16 H 1.882 0.619 -2.273
17 H 0.431 -0.355 -2.170
18 H 1.709 -0.568 -0.983

The calculation puts the LUMO energy at 0.93 eV. Its frontier orbital gap is 0.35554 hartree. The structure (SMILES) is CCO.CSC.



Q) Formula: C4H12OS
Source: the OMol25 dataset
Level of theory: the ωB97M-V functional and the def2-TZVPD basis

Atoms and positions in Å:
1 C 1.218 0.626 -1.431
2 C 0.821 -0.551 -0.579
3 S 1.103 -0.263 1.201
4 C 2.423 -1.459 1.523
5 H 1.180 0.498 -2.519
6 H 2.268 0.943 -1.327
7 H 0.661 1.512 -1.130
8 H -0.266 -0.631 -0.600
9 H 1.203 -1.498 -0.915
10 H 2.809 -1.774 0.561
11 H 3.191 -1.053 2.191
12 H 2.122 -2.346 2.098
13 C -3.248 0.702 -0.049
14 O -2.380 1.730 0.400
15 H -4.096 1.070 -0.630
16 H -2.617 0.089 -0.686
17 H -3.645 0.129 0.792
18 H -2.747 2.275 1.099

The calculation puts the LUMO energy at 0.92 eV. Its frontier orbital gap is 0.33763 hartree. The structure (SMILES) is CCSC.CO.



Which structure loses on stability? Q) does.